Here is the ion C7H11N2O3 with charge -1 in a non-equilibrium geometry from OMol25. Energies are from the ωB97M-V functional and the def2-TZVPD basis.

Properties
**SMILES**: CC(C)(C)/N=C(\[O-])NC(=O)C=O
**Maximum force**: 3.73 eV/A
**E_LUMO**: 3.53 eV
**Gap between HOMO and LUMO**: 8.2 eV
**Highest occupied orbital energy**: -4.622 eV

```
! wB97M-V def2-TZVPD RIJCOSX def2/J DEFGRID3
* xyz -1 1
O -4.173 -0.333 -0.696
O -1.658 -2.055 -0.416
O -0.922 2.164 1.216
N -0.401 0.224 0.002
N -2.591 0.866 0.543
C -1.155 1.117 0.582
C 1.193 -1.439 0.688
C 1.690 0.028 -1.390
C -2.991 -0.097 -0.389
C -1.860 -0.941 -0.845
C 1.056 -0.026 0.101
C 1.794 0.966 0.961
H 0.809 -2.220 0.002
H -1.786 -0.716 -1.893
H 0.549 -1.409 1.501
H 1.547 2.026 0.634
H 2.646 -0.514 -1.489
H 1.006 -0.428 -2.097
H 1.620 0.946 1.991
H 1.930 1.014 -1.500
H -3.355 1.462 0.887
H 2.809 0.921 0.609
H 2.243 -1.556 1.000
*
```

***

Here is a structure of composition C7H11N2O4 in a non-equilibrium geometry from OMol25. Energies are from the ωB97M-V functional and the def2-TZVPD basis.

Properties
**Maximum force**: 4.10 eV/A
**E_LUMO**: 3.33 eV
**Gap between HOMO and LUMO**: 6.8 eV
**Highest occupied orbital energy**: -3.428 eV

```
! wB97M-V def2-TZVPD RIJCOSX def2/J DEFGRID3
* xyz -1 1
O -2.237 0.518 -1.120
O -1.417 1.237 1.339
O 1.437 0.458 2.586
O 2.231 1.523 0.410
N -0.429 -0.388 -0.151
N 0.269 -0.144 2.026
C 0.761 -1.316 0.084
C -1.248 -1.492 -2.161
C 0.598 -1.514 1.573
C 1.022 1.785 0.083
C -1.368 -0.360 -1.129
C -0.271 0.592 0.912
C 0.450 2.778 -0.635
H -0.182 -1.900 -2.078
H -1.426 -1.039 -3.033
H -0.560 2.808 -0.892
H -0.284 -2.092 1.720
H -1.931 1.325 0.431
H 1.870 0.990 1.906
H 1.093 3.578 -1.212
H -2.045 -2.272 -2.092
H 0.689 -2.256 -0.386
H 1.582 -0.702 -0.154
H 1.398 -2.118 1.972
*
```

***

Here is the ion C7H11N2O4 with charge -1 in a non-equilibrium geometry from OMol25. Energies are from the ωB97M-V functional and the def2-TZVPD basis.

Properties
**SMILES**: CC(=O)N1CCN([O-])[C@@]1(O)C(C)=O
**Maximum force**: 4.40 eV/A
**E_LUMO**: 3.61 eV
**Gap between HOMO and LUMO**: 6.6 eV
**Highest occupied orbital energy**: -3.003 eV

```
! wB97M-V def2-TZVPD RIJCOSX def2/J DEFGRID3
* xyz -1 1
O -0.610 1.445 -1.408
O -0.452 0.387 1.953
O 1.870 1.853 -0.089
O -2.641 -0.455 -0.892
N 0.804 -0.069 -0.387
N -1.323 -0.640 -0.941
C -0.553 0.569 -0.422
C 3.288 -0.058 0.122
C -0.971 0.958 0.994
C -2.330 1.478 0.990
C 1.936 0.678 -0.211
C -0.804 -1.771 -0.160
C 0.653 -1.499 -0.345
H 1.036 -1.900 -1.437
H 1.312 -1.922 0.470
H 3.334 -0.317 1.233
H -1.212 -2.626 -0.725
H 3.404 -0.972 -0.484
H -0.937 -1.855 0.968
H -2.745 0.684 0.238
H -3.079 1.557 1.845
H 4.075 0.707 0.023
H -2.532 2.464 0.401
H -1.524 1.305 -1.736
*
```

***

Here is an isolated molecule of C7H11N3 in a non-equilibrium geometry from OMol25. Energies are from the ωB97M-V functional and the def2-TZVPD basis.

Properties
**Maximum force**: 4.24 eV/A
**E_LUMO (spin up / spin down)**: 0.99 / -0.30 eV
**Gap between HOMO and LUMO (spin up / spin down)**: 8.4 / 7.7 eV
**Highest occupied orbital energy (spin up / spin down)**: -7.375 / -8.021 eV

```
! wB97M-V def2-TZVPD RIJCOSX def2/J DEFGRID3
* xyz 0 3
N 2.437 0.949 0.756
N 0.547 -0.387 0.275
N -0.771 -0.651 0.806
C -3.179 -0.455 0.790
C -1.929 -0.425 0.146
C 1.264 0.508 0.861
C 0.910 -1.470 -0.628
C -1.851 -0.387 -1.253
C -1.780 -0.026 -2.529
C 3.165 1.982 1.486
H -3.430 -0.580 1.850
H -0.045 -1.897 -1.100
H -1.884 0.880 -3.034
H 1.489 -1.067 -1.491
H 1.601 -2.065 -0.037
H 4.122 1.620 2.055
H 2.370 2.574 2.069
H 3.440 2.574 0.540
H -3.968 -0.370 -0.081
H -0.784 -0.401 1.774
H -1.724 -0.909 -3.253
*
```

***

Here is a cluster of 2 separate species, C7H11N3O2 in total in a non-equilibrium geometry from OMol25. Energies are from the ωB97M-V functional and the def2-TZVPD basis.

Properties
**SMILES**: C1=NN=COC1.CC1=NOCC1
**Maximum force**: 2.54 eV/A
**E_LUMO**: 0.45 eV
**Gap between HOMO and LUMO**: 9.6 eV
**Highest occupied orbital energy**: -9.136 eV

```
! wB97M-V def2-TZVPD RIJCOSX def2/J DEFGRID3
* xyz 0 1
O 1.135 -4.024 2.655
O -1.600 3.129 -2.138
N 0.511 3.735 -3.106
N 1.331 -2.852 1.982
N 1.203 3.251 -1.980
C -0.765 3.701 -3.085
C -0.962 -3.239 2.079
C 0.223 -2.386 1.563
C -0.212 -4.168 2.982
C 0.472 2.695 -1.121
C 0.254 -1.189 0.699
C -0.955 2.311 -1.235
H -0.308 -3.866 4.049
H -1.331 2.362 -0.195
H -0.786 -0.882 0.514
H -1.696 -2.647 2.611
H 0.784 -1.419 -0.244
H 0.934 2.246 -0.213
H -0.457 -5.236 2.822
H -1.448 -3.760 1.241
H -1.044 1.255 -1.619
H 0.786 -0.364 1.193
H -1.363 4.181 -3.864
*
```

***

Here is an isolated molecule of C7H11N3O3 in a non-equilibrium geometry from OMol25. Energies are from the ωB97M-V functional and the def2-TZVPD basis.

Properties
**Maximum force**: 4.27 eV/A
**E_LUMO (spin up / spin down)**: -1.81 / -1.81 eV
**Gap between HOMO and LUMO (spin up / spin down)**: 6.1 / 6.1 eV
**Highest occupied orbital energy (spin up / spin down)**: -7.872 / -7.874 eV

```
! wB97M-V def2-TZVPD RIJCOSX def2/J DEFGRID3
* xyz 0 1
O 0.273 -3.171 1.278
O 0.941 -2.637 -3.048
O 0.915 -0.769 -1.936
N 1.440 -1.879 -2.207
N -0.112 -1.186 0.272
N 0.198 -0.108 0.761
C -2.067 0.838 0.251
C 0.224 1.634 -0.766
C -0.609 1.091 0.439
C 0.756 -2.275 0.627
C 2.149 -2.313 0.121
C -0.515 2.056 1.640
C 2.364 -2.153 -1.210
H -2.558 -0.043 0.755
H 0.257 2.671 -0.787
H -1.308 2.050 2.403
H 0.590 2.179 2.038
H 2.926 -2.478 0.842
H -0.948 -1.409 -0.267
H 1.220 1.243 -0.722
H -2.429 0.822 -0.872
H -0.733 3.048 1.353
H -0.317 1.163 -1.598
H -2.657 1.629 0.633
*
```